{
  "formula": "C36H96O36S12",
  "method": "ωB97M-V with the def2-TZVPD basis set",
  "spin_multiplicity": 1,
  "smiles": "CCOS(C)(=O)=O.CCOS(C)(=O)=O.CCOS(C)(=O)=O.CCOS(C)(=O)=O.CCOS(C)(=O)=O.CCOS(C)(=O)=O.CCOS(C)(=O)=O.CCOS(C)(=O)=O.CCOS(C)(=O)=O.CCOS(C)(=O)=O.CCOS(C)(=O)=O.CCOS(C)(=O)=O",
  "total_energy_ev": -242613.6983,
  "relative_energy_ev": 5.130,
  "e_homo_ev": -10.51,
  "species": ["O", "S", "O", "O", "C", "C", "C", "H", "H", "H", "H", "H", "H", "H", "H", "O", "S", "O", "O", "C", "C", "C", "H", "H", "H", "H", "H", "H", "H", "H", "O", "S", "O", "O", "C", "C", "C", "H", "H", "H", "H", "H", "H", "H", "H", "O", "S", "O", "O", "C", "C", "C", "H", "H", "H", "H", "H", "H", "H", "H", "O", "S", "O", "O", "C", "C", "C", "H", "H", "H", "H", "H", "H", "H", "H", "O", "S", "O", "O", "C", "C", "C", "H", "H", "H", "H", "H", "H", "H", "H", "O", "S", "O", "O", "C", "C", "C", "H", "H", "H", "H", "H", "H", "H", "H", "O", "S", "O", "O", "C", "C", "C", "H", "H", "H", "H", "H", "H", "H", "H", "O", "S", "O", "O", "C", "C", "C", "H", "H", "H", "H", "H", "H", "H", "H", "O", "S", "O", "O", "C", "C", "C", "H", "H", "H", "H", "H", "H", "H", "H", "O", "S", "O", "O", "C", "C", "C", "H", "H", "H", "H", "H", "H", "H", "H", "O", "S", "O", "O", "C", "C", "C", "H", "H", "H", "H", "H", "H", "H", "H"],
  "xyz": [[-0.4156, -15.9696, -10.1848], [0.2735, -17.2401, -10.3793], [0.2512, -18.2073, -9.3106], [-0.2661, -17.9689, -11.7356], [-1.7037, -18.1504, -11.7445], [-2.0063, -18.8278, -13.0727], [1.9725, -16.9539, -10.9519], [-2.2210, -17.2145, -11.5520], [-1.8817, -18.9360, -11.0060], [-3.0464, -19.1627, -13.1881], [-1.5653, -19.8182, -13.2073], [-1.8691, -18.2308, -13.9756], [2.5996, -17.7952, -10.6583], [2.3924, -15.9937, -10.6788], [1.9267, -17.1159, -12.0299], [-7.3113, -16.2360, -9.1114], [-7.8040, -15.1198, -8.3263], [-7.4628, -14.9512, -6.9396], [-7.5272, -13.6986, -9.0850], [-7.5675, -13.7056, -10.5108], [-7.4055, -12.2528, -10.9897], [-9.6079, -15.0854, -8.3083], [-8.5442, -14.0612, -10.8360], [-6.7577, -14.2300, -11.0209], [-6.6946, -11.5703, -10.5302], [-8.3984, -11.7970, -10.8960], [-7.2864, -12.2284, -12.0756], [-10.0872, -14.1151, -8.2075], [-10.0022, -15.8818, -7.6889], [-9.7797, -15.2709, -9.3769], [-6.5849, -12.1309, -4.5576], [-8.0327, -12.1971, -4.4133], [-8.5332, -13.3919, -3.8157], [-8.5571, -10.9807, -3.5141], [-7.9957, -10.8769, -2.1714], [-8.1769, -9.4696, -1.6751], [-8.8731, -11.8217, -5.9612], [-6.9330, -11.0800, -2.3374], [-8.3860, -11.6883, -1.5579], [-7.9715, -8.7361, -2.4503], [-7.5198, -9.2288, -0.8390], [-9.1760, -9.1976, -1.3255], [-8.8209, -10.7330, -5.9768], [-9.9098, -12.1398, -5.8991], [-8.3291, -12.3258, -6.7539], [-1.9693, -8.8667, -7.5963], [-0.8751, -8.6056, -8.5094], [0.1895, -7.6701, -8.2044], [-0.1464, -9.9208, -8.9219], [-0.6906, -11.2049, -8.7384], [-0.5549, -12.1133, -9.9882], [-1.5660, -8.2012, -10.1056], [-1.7819, -11.1446, -8.6295], [-0.3468, -11.6728, -7.8156], [0.5147, -12.3301, -9.9433], [-0.8469, -11.5648, -10.8762], [-1.2260, -12.9546, -9.8538], [-2.4296, -7.5749, -9.8889], [-1.8396, -9.1060, -10.6415], [-0.8925, -7.6479, -10.7567], [-3.8540, -14.4792, -16.1860], [-3.2137, -15.2404, -15.1427], [-3.4399, -15.0175, -13.7410], [-3.2670, -16.8282, -15.4690], [-3.1907, -17.1957, -16.8735], [-3.2882, -18.6905, -16.9529], [-1.4296, -15.0085, -15.4891], [-2.3425, -16.7379, -17.3847], [-4.0497, -16.7240, -17.3562], [-4.2834, -19.0768, -16.7496], [-2.5779, -19.1431, -16.2555], [-2.9488, -19.0779, -17.9148], [-0.9340, -15.9592, -15.2948], [-1.0671, -14.3323, -14.7170], [-1.2748, -14.7048, -16.5174], [1.8362, -14.0442, -4.9601], [1.7451, -15.1131, -5.9440], [2.9400, -15.6631, -6.5271], [0.8860, -16.3640, -5.3542], [0.1153, -16.1076, -4.1565], [0.6416, -16.9090, -2.9797], [0.5531, -14.6502, -7.2229], [-0.9510, -16.2755, -4.3103], [0.1497, -15.0561, -3.8712], [1.6696, -16.6787, -2.7123], [0.5340, -17.9850, -3.1376], [-0.0330, -16.7517, -2.1342], [-0.3508, -14.4775, -6.6333], [0.2841, -15.4661, -7.8851], [0.7954, -13.7086, -7.7068], [-6.8395, -8.4988, -4.4744], [-5.4617, -8.1916, -4.1500], [-4.7140, -7.1291, -4.7357], [-5.3501, -8.0724, -2.5141], [-4.5367, -7.0136, -2.0202], [-4.4912, -7.0120, -0.5155], [-4.5641, -9.6660, -4.3141], [-4.7241, -6.0099, -2.4128], [-3.5257, -7.1555, -2.4265], [-3.9418, -6.1426, -0.1533], [-3.9923, -7.8999, -0.1229], [-5.4623, -6.9719, -0.0188], [-5.0452, -10.4902, -3.8022], [-3.5450, -9.4820, -3.9634], [-4.3430, -9.8470, -5.3679], [-3.3887, -15.9517, -2.4616], [-4.7603, -16.1551, -2.0864], [-5.1118, -17.3888, -1.4521], [-5.2614, -14.9329, -1.1109], [-4.9397, -13.6068, -1.5060], [-4.5996, -12.7815, -0.2675], [-5.8874, -15.8521, -3.4743], [-5.7504, -13.1812, -2.1017], [-4.0191, -13.6703, -2.0956], [-3.9570, -13.3975, 0.3636], [-5.4547, -12.5315, 0.3663], [-4.1109, -11.8250, -0.4518], [-5.7404, -14.8539, -3.8797], [-6.9105, -15.9103, -3.1076], [-5.7115, -16.6595, -4.1806], [-9.0659, -17.4121, -11.5120], [-8.5327, -18.7421, -11.4869], [-8.5568, -19.6268, -12.6371], [-6.9577, -18.6903, -11.0233], [-6.2502, -17.5527, -11.5124], [-5.7699, -17.7477, -12.9354], [-9.2120, -19.6650, -10.0579], [-5.4351, -17.2119, -10.8679], [-6.8458, -16.6342, -11.4654], [-5.1044, -16.9163, -13.1708], [-6.6159, -17.6746, -13.6235], [-5.3425, -18.7368, -13.0928], [-8.8346, -19.2487, -9.1312], [-8.9644, -20.7151, -10.1914], [-10.2874, -19.5914, -10.2126], [-3.5229, -11.1128, -11.3908], [-3.6771, -10.1811, -12.4570], [-3.9008, -8.7705, -12.2549], [-2.3514, -10.3055, -13.3989], [-1.8580, -11.6252, -13.6525], [-0.3251, -11.6574, -13.5226], [-4.8672, -10.8917, -13.6596], [-2.2582, -11.9655, -14.6120], [-2.3036, -12.3520, -12.9646], [0.0084, -12.2190, -12.6622], [0.0520, -10.6402, -13.6254], [0.0465, -12.0870, -14.4582], [-5.8692, -10.9051, -13.2359], [-4.5635, -11.9095, -13.8850], [-4.8314, -10.1345, -14.4396], [-4.2855, -14.8312, -6.4024], [-3.5839, -13.6596, -6.8600], [-2.4510, -13.0108, -6.2700], [-3.1342, -13.8600, -8.4428], [-3.9811, -14.6618, -9.2398], [-3.4772, -14.6036, -10.6830], [-4.9041, -12.4135, -7.1466], [-4.9823, -14.2102, -9.2429], [-4.1659, -15.6934, -8.9289], [-4.0469, -15.2618, -11.3473], [-2.4166, -14.7234, -10.8775], [-3.8675, -13.6434, -11.0394], [-4.5880, -11.8867, -8.0477], [-4.7560, -11.6722, -6.3658], [-5.8926, -12.8491, -7.1445], [-7.4845, -9.1342, -8.8144], [-6.1908, -8.5279, -8.9475], [-4.9711, -9.2489, -8.7121], [-6.1264, -7.8453, -10.4267], [-7.4080, -7.5136, -11.0275], [-7.1060, -7.0402, -12.4329], [-6.0494, -6.9244, -7.9862], [-7.8491, -6.7014, -10.4523], [-7.9671, -8.4430, -11.1299], [-6.4311, -7.7404, -12.9225], [-6.4847, -6.1566, -12.2537], [-8.0515, -6.8405, -12.9282], [-5.0048, -6.6362, -8.0467], [-6.3913, -7.1458, -6.9830], [-6.6759, -6.2105, -8.5134]],
  "mulliken_charge": [-0.28, 1.07, -0.70, -0.26, 0.48, -1.06, -1.07, -0.20, 0.30, 0.28, 0.52, -0.07, 0.39, 0.32, 0.33, -0.41, 0.84, -0.30, -0.17, 0.69, -1.68, -1.03, 0.54, -0.52, 0.20, 0.48, 0.42, 0.26, 0.43, 0.34, -0.37, 1.22, -0.71, -0.29, 0.35, -1.16, -0.60, -0.32, 0.43, 0.15, 0.35, 0.39, 0.36, 0.43, -0.17, -0.42, 1.21, -0.72, -0.45, 0.00, -0.46, -0.34, -0.08, 0.33, 0.51, -0.19, -0.01, 0.21, -0.30, 0.41, -0.71, 0.94, -0.38, -0.05, -0.27, -1.18, -1.06, 0.39, 0.30, 0.32, 0.24, 0.40, 0.38, 0.19, 0.41, -0.63, 1.20, -0.63, -0.31, -0.03, -1.35, -0.48, 0.28, 0.37, 0.31, 0.35, 0.35, -0.10, 0.23, 0.29, -0.70, 1.13, -0.66, -0.14, -0.24, -1.30, 0.01, 0.35, 0.35, 0.39, 0.28, 0.30, -0.14, 0.50, -0.31, -0.50, 1.11, -0.66, -0.41, 0.43, -1.53, -0.54, 0.05, 0.31, 0.42, 0.33, 0.36, -0.18, 0.40, 0.44, -0.57, 1.21, -0.62, -0.36, -0.10, -0.74, -0.96, 0.24, 0.11, 0.05, 0.39, 0.24, 0.27, 0.36, 0.40, 0.12, 0.87, -0.59, -0.47, 0.55, -1.68, -0.79, 0.59, -0.33, 0.31, 0.49, 0.45, 0.19, 0.06, 0.47, -0.49, 1.22, -0.66, 0.35, 0.00, 0.15, 1.24, -0.28, 0.33, -0.44, 0.19, -0.07, 0.17, -0.82, -0.61, -0.77, 1.00, -0.22, -0.09, -0.14, -1.12, -0.94, 0.36, 0.21, 0.12, 0.31, 0.41, 0.29, 0.19, 0.40]
}

{
  "formula": "C9H16",
  "method": "ωB97M-V with the def2-TZVPD basis set",
  "spin_multiplicity": 1,
  "smiles": "C[C@H]1CC[C@H]2CC[C@H]1C2",
  "total_energy_ev": -9585.6251,
  "relative_energy_ev": 5.587,
  "e_homo_ev": -8.95,
  "species": ["C", "C", "C", "C", "C", "C", "C", "C", "C", "H", "H", "H", "H", "H", "H", "H", "H", "H", "H", "H", "H", "H", "H", "H", "H"],
  "xyz": [[-1.4711, -2.0497, -0.9295], [-0.6813, -1.4598, 0.2199], [0.8534, -1.4414, -0.2436], [1.7481, 0.0381, -0.0142], [1.1049, 1.1639, 0.7677], [0.2564, 2.2016, -0.1747], [-1.2968, 1.6302, -0.1689], [-0.8002, 0.1273, 0.0979], [-0.0264, 0.3638, 1.4355], [-1.5455, -1.2741, -1.8308], [-0.8575, -3.0392, -1.0623], [-2.5029, -2.5346, -0.7556], [-1.0174, -1.8846, 1.1875], [0.9724, -1.7018, -1.5246], [1.6182, -2.1445, 0.3138], [2.7644, -0.1205, 0.3166], [2.0183, 0.4684, -0.9306], [1.8502, 1.7489, 1.4045], [0.5036, 3.2993, 0.2605], [0.7131, 1.9872, -1.2093], [-1.7179, 1.8978, -1.1515], [-2.1490, 2.0507, 0.5593], [-0.2433, 0.2705, -0.8613], [-0.5205, 0.9585, 2.2149], [0.4268, -0.5558, 2.0788]],
  "mulliken_charge": [-1.30, 0.35, -0.67, -1.12, -0.04, -0.64, -0.80, -0.31, -0.77, 0.19, 0.33, 0.32, 0.46, 0.29, 0.25, 0.47, 0.37, 0.49, 0.31, 0.25, 0.31, 0.27, 0.22, 0.44, 0.29]
}

{
  "formula": "C28H34IrN",
  "method": "ωB97M-V with the def2-TZVPD basis set",
  "spin_multiplicity": 6,
  "charge": 1,
  "total_energy_ev": -33901.2357,
  "e_homo_ev": [-7.93, -11.27],
  "species": ["C", "C", "C", "C", "C", "Ir", "C", "C", "H", "C", "H", "H", "C", "H", "H", "H", "C", "H", "H", "H", "C", "H", "H", "H", "C", "H", "H", "H", "C", "H", "H", "H", "C", "H", "H", "H", "C", "H", "H", "H", "C", "C", "C", "C", "H", "C", "H", "C", "H", "H", "H", "N", "C", "C", "C", "C", "C", "C", "C", "H", "H", "H", "H", "H"],
  "xyz": [[-0.4480, 2.0931, -0.7406], [-1.7027, 1.4174, -0.7095], [-1.7324, 0.4485, -1.7144], [-0.4612, 0.4642, -2.4167], [0.2904, 1.6326, -1.9088], [0.9063, 0.0576, -0.8199], [1.3972, -3.4987, -0.9009], [2.1448, -2.4421, -0.4740], [2.5801, -2.4394, 0.5640], [2.4203, -1.2239, -1.2611], [2.4868, -1.3021, -2.3601], [3.2851, -0.6785, -0.8616], [1.1274, -4.6199, 0.0581], [1.0456, -4.1748, 1.0691], [0.1689, -5.1027, -0.1938], [1.8825, -5.4364, 0.1233], [0.5179, -3.4006, -2.1188], [0.1109, -2.3518, -2.1250], [1.0190, -3.5810, -3.1056], [-0.3507, -4.0859, -2.0166], [-2.8077, 1.7739, 0.2219], [-2.4275, 1.9183, 1.2401], [-3.2964, 2.7160, -0.0693], [-3.5701, 0.9945, 0.2826], [-2.9013, -0.3867, -2.0886], [-3.3886, -0.7975, -1.1963], [-3.6589, 0.1901, -2.6418], [-2.6011, -1.2298, -2.7170], [-0.1854, -0.1132, -3.7615], [-0.9534, -0.8428, -4.0387], [-0.1503, 0.6732, -4.5299], [0.7877, -0.6160, -3.7468], [1.3500, 2.3778, -2.6376], [1.8765, 1.7022, -3.3150], [0.9397, 3.2175, -3.2131], [2.0736, 2.7696, -1.9163], [-0.0400, 3.2351, 0.1163], [1.0492, 3.3646, 0.1012], [-0.5032, 4.1726, -0.2276], [-0.3476, 3.0724, 1.1601], [-3.5322, -0.7718, 2.0022], [-2.7676, -1.6826, 1.1868], [-4.7793, -0.8461, 2.5037], [-3.6538, -2.7520, 0.7763], [-1.7861, -1.9081, 0.7817], [-5.6020, -1.9044, 1.9841], [-5.0181, -0.1120, 3.2457], [-5.0132, -2.8177, 1.1217], [-3.3271, -3.5660, 0.1534], [-6.6586, -1.9846, 2.2356], [-5.6331, -3.6120, 0.7549], [1.7373, 0.4291, 0.7686], [2.3262, 0.9685, 1.6278], [3.1527, 1.7879, 2.4303], [4.5240, 1.4682, 2.5562], [5.3928, 2.3220, 3.2438], [4.8874, 3.5015, 3.8180], [3.5220, 3.8227, 3.7315], [2.6527, 2.9621, 3.0454], [4.8923, 0.5531, 2.0917], [6.4573, 2.0652, 3.3262], [5.5699, 4.1792, 4.3429], [3.1332, 4.7398, 4.1950], [1.5898, 3.1906, 2.9666]],
  "mulliken_charge": [-0.70, 1.30, 0.62, 0.41, 1.08, 0.60, 0.76, -0.36, 0.28, -1.17, 0.45, 0.61, -1.40, 0.37, 0.37, 0.31, -0.79, -0.02, 0.29, 0.38, -1.88, 0.40, 0.36, 0.43, -1.55, 0.21, 0.34, 0.31, -1.00, 0.39, 0.29, 0.24, -1.41, 0.43, 0.32, 0.38, -1.67, 0.31, 0.32, 0.30, -0.29, -0.05, -0.64, -0.22, 0.44, -0.32, 0.44, -0.55, 0.38, 0.40, 0.39, -0.50, 0.41, 0.51, -0.44, -0.62, -0.29, -0.64, -0.25, 0.42, 0.38, 0.38, 0.39, 0.42]
}